(1)
63
Properties=species:S:1:pos:R:3:nbo_charge:R:1 method="wB97M-V/def2-TZVPD" orbital_gap_ha=0.1712 lumo_energy_ev=-5.66 total_charge=+1 e_above_lowest_kj_mol=31.0
Pt 0.246 0.343 0.562 0.922
Cl -4.999 5.130 1.484 0.142
C -3.690 4.177 0.971 -0.055
C -2.830 4.708 -0.125 -0.039
Cl -3.199 6.236 -0.733 0.170
C -1.766 4.029 -0.620 -0.118
Cl -0.745 4.661 -1.830 0.100
C -1.445 2.728 -0.084 0.436
O -0.429 2.131 -0.410 -0.517
C -2.362 2.127 1.009 0.445
O -2.160 1.000 1.355 -0.428
C -3.456 2.978 1.527 -0.167
Cl -4.422 2.309 2.748 0.133
N -3.404 -5.924 2.606 -0.786
C -2.503 -4.900 2.768 0.204
C -1.124 -5.152 2.711 -0.267
C -0.216 -4.124 2.844 -0.149
C -0.674 -2.822 3.027 -0.452
C -2.034 -2.553 3.089 -0.094
C -2.944 -3.586 2.960 -0.307
S 0.480 -1.512 3.110 2.338
O -0.272 -0.333 3.495 -0.986
O 1.613 -1.896 3.891 -0.915
N 0.961 -1.258 1.537 -0.927
C 2.224 -1.748 1.152 0.546
N 2.532 -2.996 1.506 -0.484
C 3.715 -3.451 1.113 0.107
C 4.583 -2.701 0.339 -0.329
C 4.144 -1.436 -0.004 0.093
N 2.976 -0.943 0.400 -0.520
H -3.077 -6.870 2.691 0.394
H -4.361 -5.770 2.871 0.392
H -0.774 -6.168 2.574 0.218
H 0.848 -4.313 2.800 0.259
H -2.370 -1.536 3.241 0.235
H -4.006 -3.381 3.019 0.216
H 3.965 -4.462 1.416 0.206
H 5.538 -3.085 0.015 0.238
H 4.748 -0.783 -0.625 0.204
N 1.263 1.478 1.935 -0.976
H 0.879 1.229 2.852 0.441
H 1.204 2.480 1.787 0.395
H 2.246 1.217 1.910 0.422
C 0.397 -1.683 -1.606 -0.256
C -0.266 -2.542 -2.712 -0.255
N -1.719 -2.510 -2.585 -0.401
C -2.180 -1.151 -2.815 -0.252
C -1.466 -0.171 -1.853 -0.248
N -0.652 -0.926 -0.861 -0.413
C -1.550 -1.914 -0.188 -0.274
C -2.096 -2.916 -1.234 -0.249
H 1.110 -0.962 -2.005 0.224
H 0.914 -2.307 -0.880 0.221
H 0.073 -3.575 -2.640 0.217
H 0.001 -2.175 -3.704 0.210
H -3.260 -1.122 -2.663 0.210
H -1.986 -0.877 -3.852 0.216
H -2.191 0.422 -1.298 0.194
H -0.792 0.505 -2.380 0.217
H -2.339 -1.344 0.304 0.219
H -0.967 -2.415 0.578 0.250
H -3.183 -2.981 -1.175 0.213
H -1.696 -3.913 -1.050 0.214


(2)
60
Properties=species:S:1:pos:R:3:nbo_charge:R:1 method="wB97M-V/def2-TZVPD" orbital_gap_ha="0.1408 / 0.2168" lumo_energy_ev="2.18 / 1.88" multiplicity=6 total_charge=-1
Mn 0.000 0.000 0.000 0.735
Cl 2.656 -5.454 3.512 0.002
C 1.704 -4.187 2.836 -0.100
C 0.394 -4.016 3.240 -0.094
C -0.365 -2.983 2.681 -0.295
C 0.117 -2.073 1.708 0.177
O -0.683 -1.166 1.274 -0.681
C 1.489 -2.296 1.323 -0.427
C 2.270 -1.490 0.313 -0.028
N 1.747 -0.504 -0.304 -0.690
C 2.190 0.402 -1.257 0.114
C 3.493 0.366 -1.772 -0.285
C 3.897 1.292 -2.726 -0.195
C 2.999 2.258 -3.169 -0.254
C 1.686 2.311 -2.665 -0.078
C 0.794 3.294 -3.124 -0.254
C -0.504 3.354 -2.632 -0.299
C -0.877 2.424 -1.688 -0.119
N -0.052 1.472 -1.226 -0.712
C 1.241 1.386 -1.694 0.191
C 2.256 -3.339 1.886 -0.148
H -0.058 -4.666 3.980 0.228
H -1.398 -2.865 3.014 0.225
H 3.314 -1.791 0.132 0.269
H 4.193 -0.387 -1.427 0.207
H 4.908 1.259 -3.121 0.206
H 3.328 2.976 -3.916 0.200
H 1.107 4.019 -3.870 0.199
H -1.205 4.104 -2.975 0.201
H -1.873 2.406 -1.256 0.285
H 3.286 -3.487 1.580 0.318
C -4.893 1.961 -0.236 -0.165
N -4.201 2.187 1.046 -0.598
C -3.717 3.578 1.104 -0.195
N -2.854 3.845 -0.012 -0.464
C -3.538 3.625 -1.272 -0.100
N -4.011 2.254 -1.329 -0.462
C -2.943 1.287 -1.493 -0.581
P -1.939 1.410 0.000 1.053
C -3.135 1.195 1.309 -0.693
C -1.572 3.174 0.069 -0.570
H -5.783 2.604 -0.251 0.219
H -5.264 0.928 -0.253 0.227
H -4.897 2.080 1.786 0.202
H -3.224 3.735 2.072 0.224
H -4.596 4.237 1.100 0.218
H -2.892 3.863 -2.127 0.221
H -4.385 4.318 -1.366 0.216
H -2.358 1.502 -2.394 0.255
H -3.350 0.278 -1.626 0.260
H -2.734 1.393 2.308 0.254
H -3.599 0.203 1.323 0.265
H -0.918 3.485 -0.753 0.273
H -1.050 3.443 0.994 0.231
O 2.872 -4.395 0.341 -0.909
S 1.381 -4.276 -0.009 1.831
O 1.375 -4.858 -1.430 -0.954
O 0.571 -5.428 0.972 -0.956
S 0.731 -2.250 0.000 0.936
H -1.398 -1.016 0.000 -0.135


(3)
75
Properties=species:S:1:pos:R:3:lowdin_charge:R:1 method="wB97M-V/def2-TZVPD" orbital_gap_ha=0.3682 lumo_energy_ev=0.42 smiles="COC[C@H](OC)C(F)(F)C(F)(F)C(F)(F)F.O=C1OC[C@@H](F)O1.O=C1OC[C@@H](F)O1.O=C1OC[C@@H](F)O1.O=C1OC[C@@H](F)O1.O=C1OC[C@@H](F)O1"
C 2.275 -0.263 0.453 -0.088
O 1.289 0.349 -0.421 -0.206
C 0.340 -0.598 -0.926 -0.136
C -0.751 -1.100 0.133 -0.196
O -1.289 -2.347 -0.370 -0.200
C -0.908 -3.466 0.477 -0.068
C -1.877 -0.032 0.522 -0.224
F -2.137 -0.107 1.914 0.072
F -1.404 1.300 0.308 0.056
C -3.226 -0.145 -0.325 -0.195
F -2.969 -0.427 -1.687 0.093
F -3.789 1.163 -0.335 0.072
C -4.346 -1.087 0.306 -0.351
F -3.868 -2.232 0.921 0.131
F -5.212 -1.450 -0.751 0.094
F -5.159 -0.441 1.246 0.115
H 3.235 -0.437 -0.156 0.117
H 2.562 0.526 1.230 0.081
H 1.939 -1.217 0.962 0.090
H 0.949 -1.522 -1.245 0.148
H -0.206 -0.260 -1.865 0.143
H -0.212 -1.369 1.109 0.153
H -1.172 -3.270 1.571 0.108
H 0.208 -3.646 0.315 0.090
H -1.510 -4.363 0.098 0.113
C 0.524 3.768 1.327 -0.068
C 0.890 4.601 0.150 -0.329
O 2.303 4.662 0.217 0.147
C 2.676 3.498 0.821 -0.518
O 3.791 3.060 0.811 0.154
O 1.623 2.887 1.431 0.067
F 0.398 5.859 0.274 0.077
H 0.438 4.354 2.247 0.150
H -0.404 3.218 1.174 0.120
H 0.588 4.179 -0.810 0.159
C 6.179 1.120 4.089 -0.065
C 6.171 1.495 2.640 -0.320
O 5.569 0.373 2.021 0.144
C 4.734 -0.155 2.956 -0.525
O 3.864 -0.938 2.715 0.148
O 5.004 0.327 4.202 0.076
F 7.433 1.627 2.164 0.078
H 7.051 0.520 4.363 0.146
H 6.132 1.989 4.745 0.143
H 5.592 2.394 2.412 0.158
C 3.775 -4.477 3.760 -0.066
C 4.245 -5.845 3.376 -0.322
O 3.269 -6.269 2.446 0.143
C 2.807 -5.130 1.859 -0.530
O 2.176 -5.104 0.845 0.162
O 3.156 -4.022 2.564 0.068
F 4.224 -6.685 4.439 0.076
H 3.037 -4.496 4.566 0.150
H 4.595 -3.820 4.052 0.142
H 5.233 -5.867 2.907 0.177
C -4.554 -1.060 -5.263 -0.066
C -4.275 -2.306 -4.483 -0.324
O -3.608 -3.130 -5.418 0.141
C -2.969 -2.275 -6.266 -0.535
O -2.098 -2.598 -7.013 0.175
O -3.443 -1.003 -6.149 0.075
F -5.427 -2.918 -4.114 0.076
H -5.479 -1.125 -5.843 0.147
H -4.599 -0.173 -4.630 0.140
H -3.639 -2.155 -3.607 0.165
C -4.225 5.727 -2.369 -0.063
C -4.770 4.333 -2.331 -0.320
O -3.607 3.537 -2.232 0.136
C -2.691 4.306 -1.583 -0.509
O -1.692 3.883 -1.085 0.170
O -3.059 5.617 -1.563 0.086
F -5.407 4.027 -3.487 0.078
H -3.942 6.041 -3.377 0.149
H -4.921 6.458 -1.956 0.144
H -5.428 4.130 -1.482 0.179


(4)
63
Properties=species:S:1:pos:R:3:nbo_charge:R:1 method="wB97M-V/def2-TZVPD" orbital_gap_ha=0.2619 lumo_energy_ev=-3.56 total_charge=+1 e_above_lowest_kj_mol=197.4
Rh 3.654 0.486 -1.703 1.171
F -2.652 -1.469 -1.735 -0.327
C -1.970 -1.104 -0.623 0.312
C -0.642 -0.813 -0.748 -0.180
C 0.121 -0.495 0.380 -0.164
C 1.560 -0.330 0.253 0.526
O 2.102 -0.567 -0.859 -0.626
C 2.235 0.015 1.444 -0.290
C 1.567 0.090 2.623 0.150
N 0.232 -0.118 2.750 -0.361
C -0.348 -0.196 4.069 -0.073
C 0.063 0.781 5.122 -0.405
C -1.319 0.849 4.547 -0.431
C -0.512 -0.434 1.633 0.280
C -1.879 -0.711 1.726 -0.335
C -2.630 -1.079 0.615 0.202
N -3.974 -1.444 0.761 -0.460
C -4.490 -2.080 1.945 -0.233
C -5.585 -1.214 2.564 -0.236
N -6.661 -1.021 1.536 -0.494
C -6.111 -0.395 0.288 -0.237
C -4.983 -1.272 -0.258 -0.234
C 3.751 0.332 1.472 0.804
O 4.286 0.250 2.566 -0.645
O 4.240 0.689 0.363 -0.711
H -0.150 -0.877 -1.710 0.271
H 2.119 0.310 3.526 0.260
H -0.526 -1.218 4.385 0.219
H 0.748 1.572 4.852 0.241
H 0.197 0.401 6.125 0.239
H -1.535 1.680 3.888 0.230
H -2.154 0.520 5.151 0.218
H -2.365 -0.641 2.687 0.221
H -3.704 -2.250 2.675 0.257
H -4.912 -3.063 1.686 0.201
H -5.187 -0.232 2.816 0.231
H -6.019 -1.670 3.453 0.240
H -7.420 -0.453 1.912 0.444
H -7.046 -1.937 1.293 0.432
H -5.723 0.588 0.551 0.232
H -6.912 -0.281 -0.441 0.241
H -4.575 -0.790 -1.139 0.272
H -5.390 -2.246 -0.567 0.199
F 8.119 1.342 -1.528 -0.304
C 7.626 0.811 -2.653 0.896
F 8.285 -0.322 -2.905 -0.306
F 7.866 1.664 -3.657 -0.314
C 6.110 0.556 -2.488 0.686
O 5.746 -0.437 -1.855 -0.647
O 5.313 1.398 -3.000 -0.719
F 3.493 3.353 -2.019 -0.322
C 2.649 2.346 -1.795 0.489
F 2.104 2.532 -0.558 -0.362
H 1.832 2.384 -2.523 0.109
C 1.413 0.356 -5.643 -0.701
C 2.556 0.505 -4.674 0.700
N 3.581 1.261 -5.056 -0.781
O 2.505 -0.054 -3.566 -0.647
H 1.754 0.445 -6.672 0.230
H 0.678 1.137 -5.439 0.241
H 0.933 -0.607 -5.492 0.246
H 3.585 1.736 -5.941 0.404
H 4.351 1.433 -4.412 0.450


(5)
53
Properties=species:S:1:pos:R:3:nbo_charge:R:1 method="wB97M-V/def2-TZVPD" orbital_gap_ha=0.3346 lumo_energy_ev=0.63 smiles="CCN(Cc1ccccc1)C(=O)CN1C(=O)N[C@@](CC)(c2ccc(F)cc2)C1=O" e_above_lowest_kj_mol=2128.7
C -3.151 -2.257 0.135 -0.666
H -2.182 -2.302 -0.609 0.235
H -3.712 -1.397 -0.351 0.257
H -3.660 -3.247 -0.018 0.242
C -2.767 -2.130 1.340 -0.211
N -2.016 -0.858 1.651 -0.395
C -0.730 -0.874 1.512 0.634
O -0.011 0.303 1.184 -0.759
C 0.028 -2.062 1.009 -0.344
N 1.226 -1.831 0.224 -0.526
C 2.302 -1.029 0.681 0.783
O 2.717 -1.205 1.667 -0.541
C 2.985 -0.698 -0.672 0.017
N 2.087 -0.859 -1.569 -0.610
C 0.946 -1.567 -1.257 0.842
O -0.105 -1.917 -1.602 -0.582
H 2.168 -0.776 -2.500 0.404
C 2.787 0.915 -0.165 -0.033
C 3.669 1.624 0.732 -0.190
C 3.395 2.895 1.254 -0.220
C 2.478 3.621 0.340 0.385
C 1.642 3.197 -0.438 -0.285
C 1.907 1.882 -0.867 -0.165
H 1.234 1.407 -1.535 0.199
H 1.049 3.898 -1.353 0.243
F 2.467 4.951 0.745 -0.359
H 4.001 3.097 1.944 0.207
H 4.269 1.055 1.337 0.197
C 4.330 -0.971 -0.736 -0.391
C 4.565 -2.474 -1.015 -0.530
H 4.244 -2.872 -0.246 0.177
H 3.868 -2.776 -2.041 0.165
H 5.591 -2.652 -1.300 0.215
H 4.738 -0.511 -1.746 0.192
H 4.996 -0.719 0.006 0.243
H 0.519 -2.258 2.089 0.253
H -0.511 -2.829 0.442 0.250
C -2.639 0.527 2.058 -0.121
C -3.304 1.047 0.542 0.036
C -2.606 1.497 -0.459 -0.323
C -2.989 1.721 -1.573 -0.129
C -4.587 1.946 -1.606 -0.166
C -5.343 1.477 -0.741 -0.219
C -4.716 0.942 0.435 -0.232
H -5.399 0.866 1.172 0.200
H -6.165 1.515 -0.864 0.161
H -4.817 2.101 -2.724 0.198
H -2.313 1.931 -2.531 0.217
H -1.389 1.409 -0.561 0.241
H -2.003 1.285 2.165 0.244
H -3.353 0.437 2.538 0.145
H -3.663 -1.734 2.044 0.189
H -2.078 -2.743 1.831 0.226


(6)
54
Properties=species:S:1:pos:R:3:nbo_charge:R:1 method="wB97M-V/def2-TZVPD" orbital_gap_ha=0.2055 lumo_energy_ev=-4.68 total_charge=+1
C -1.719 2.961 -3.722 -0.194
C -1.443 1.721 -3.151 -0.094
C -0.074 1.319 -3.120 0.183
C 0.943 2.273 -3.335 -0.085
C 0.640 3.508 -3.925 -0.179
C -0.698 3.829 -4.139 -0.219
C 2.272 1.890 -2.730 -0.384
C 2.637 0.466 -3.041 -0.068
C 1.580 -0.448 -2.857 0.075
C 1.865 -1.824 -2.627 0.030
C 3.170 -2.257 -2.869 -0.225
C 4.175 -1.358 -3.259 -0.213
C 3.932 0.008 -3.326 -0.177
H -2.763 3.260 -3.826 0.220
H 1.446 4.184 -4.243 0.230
H -0.961 4.762 -4.631 0.231
H 3.063 2.581 -3.052 0.256
H 3.388 -3.318 -2.761 0.220
H 5.160 -1.747 -3.491 0.230
H 4.715 0.710 -3.624 0.229
N 0.273 0.026 -2.718 -0.810
Lu 0.464 0.577 -0.366 1.708
C -2.485 0.868 -2.475 -0.684
H -2.406 -0.173 -2.826 0.260
H -3.485 1.271 -2.677 0.245
C 0.787 -2.710 -2.052 -0.719
H -0.122 -2.662 -2.676 0.259
H 1.146 -3.746 -2.004 0.246
P -2.278 0.837 -0.615 0.783
P 0.297 -2.194 -0.336 0.806
C 1.508 -3.117 0.661 -0.936
H 1.287 -2.952 1.722 0.250
H 1.452 -4.192 0.449 0.252
H 2.524 -2.761 0.457 0.264
C -1.177 -3.238 -0.133 -0.932
H -0.895 -4.299 -0.128 0.262
H -1.669 -3.004 0.815 0.243
H -1.886 -3.062 -0.949 0.249
C -2.915 2.481 -0.160 -0.933
H -3.908 2.634 -0.603 0.253
H -2.990 2.526 0.935 0.252
H -2.231 3.268 -0.504 0.262
C -3.656 -0.239 -0.163 -0.936
H -3.630 -0.418 0.916 0.249
H -4.601 0.255 -0.423 0.262
H -3.585 -1.198 -0.688 0.254
C -0.725 -0.311 1.540 0.496
O -1.269 -0.722 2.478 -0.405
H 2.151 1.951 -1.537 0.163
N 1.978 1.518 0.855 -0.919
C 2.574 1.833 1.834 0.739
N 3.244 2.216 2.827 -0.587
C 3.016 1.874 4.078 0.402
N 2.910 1.630 5.227 -0.365


(7)
51
Properties=species:S:1:pos:R:3:nbo_charge:R:1 method="wB97M-V/def2-TZVPD" orbital_gap_ha=0.3060 lumo_energy_ev=0.48 smiles="CCOc1ccc(N2C[C@@H](C(=O)N3CCc4ccccc4C3)CC2=O)cc1" e_above_lowest_kj_mol=143.8
C 5.782 5.571 -0.311 -0.639
C 4.920 5.280 -1.536 -0.061
O 3.553 5.119 -1.216 -0.495
C 3.129 3.965 -0.627 0.289
C 3.897 2.827 -0.406 -0.293
C 3.341 1.707 0.182 -0.210
C 2.006 1.690 0.575 0.193
C 1.235 2.830 0.351 -0.255
C 1.789 3.946 -0.241 -0.236
H 1.192 4.827 -0.416 0.222
H 0.197 2.864 0.643 0.211
N 1.439 0.550 1.166 -0.455
C 2.120 -0.452 1.794 0.695
O 3.310 -0.493 2.001 -0.603
C 1.118 -1.508 2.223 -0.496
H 1.082 -1.550 3.312 0.233
C -0.213 -1.098 1.600 -0.316
C -0.513 -1.954 0.362 0.695
O 0.308 -2.721 -0.099 -0.624
N -1.725 -1.779 -0.212 -0.439
C -2.846 -1.031 0.305 -0.209
H -2.530 -0.295 1.041 0.212
C -3.861 -2.004 0.907 -0.420
C -4.227 -3.062 -0.098 -0.021
C -5.414 -3.773 0.031 -0.201
C -5.758 -4.750 -0.884 -0.208
C -4.911 -5.025 -1.946 -0.208
C -3.728 -4.324 -2.080 -0.188
C -3.374 -3.344 -1.161 -0.040
C -2.081 -2.597 -1.355 -0.248
H -1.259 -3.298 -1.522 0.262
H -2.165 -1.955 -2.244 0.202
H -3.063 -4.536 -2.904 0.211
H -5.173 -5.786 -2.665 0.215
H -6.683 -5.294 -0.771 0.214
H -6.072 -3.551 0.859 0.209
H -4.754 -1.466 1.231 0.218
H -3.422 -2.483 1.789 0.213
H -3.309 -0.498 -0.534 0.202
H -1.032 -1.203 2.314 0.226
C 0.004 0.374 1.201 -0.201
H -0.444 1.047 1.945 0.192
H -0.420 0.605 0.218 0.210
H 1.450 -2.478 1.849 0.272
H 3.954 0.838 0.347 0.251
H 4.936 2.788 -0.693 0.218
H 4.938 6.138 -2.214 0.192
H 5.297 4.405 -2.080 0.169
H 5.753 4.740 0.390 0.215
H 6.811 5.739 -0.618 0.214
H 5.414 6.460 0.195 0.214


(8)
52
Properties=species:S:1:pos:R:3:nbo_charge:R:1 method="wB97M-V/def2-TZVPD" orbital_gap_ha=0.3113 lumo_energy_ev=0.29 smiles="CCOc1ccc(N(Cc2cc3ccc(C)cc3[nH]c2=O)C(=O)COC)cc1" e_above_lowest_kj_mol=159.9
C 0.483 -5.492 -0.563 -0.641
C -0.991 -5.325 -0.922 -0.062
O -1.302 -4.004 -1.322 -0.494
C -1.333 -3.011 -0.394 0.299
C -1.418 -1.714 -0.904 -0.248
C -1.441 -0.625 -0.062 -0.191
C -1.395 -0.811 1.315 0.090
C -1.335 -2.097 1.828 -0.183
C -1.306 -3.192 0.986 -0.256
H -1.250 -4.177 1.422 0.211
H -1.297 -2.244 2.897 0.219
N -1.292 0.300 2.195 -0.446
C -2.259 1.212 2.415 0.659
O -2.079 2.218 3.080 -0.640
C -3.617 0.902 1.776 -0.151
O -3.693 1.389 0.454 -0.530
C -3.753 2.795 0.377 -0.254
H -4.657 3.175 0.867 0.169
H -2.881 3.266 0.841 0.180
H -3.781 3.041 -0.683 0.190
H -4.396 1.364 2.400 0.189
H -3.780 -0.176 1.711 0.208
C 0.058 0.539 2.701 -0.252
C 0.961 0.860 1.544 -0.121
C 0.999 2.089 0.982 -0.109
C 1.778 2.360 -0.181 -0.161
C 1.847 3.620 -0.788 -0.138
C 2.608 3.813 -1.914 -0.249
C 3.332 2.757 -2.483 0.023
C 3.272 1.509 -1.897 -0.273
C 2.504 1.297 -0.750 0.282
N 2.442 0.068 -0.156 -0.581
C 1.717 -0.252 0.972 0.634
O 1.747 -1.387 1.415 -0.631
H 2.962 -0.697 -0.571 0.412
H 3.823 0.681 -2.321 0.206
C 4.152 2.999 -3.712 -0.629
H 4.891 3.777 -3.525 0.224
H 3.515 3.337 -4.528 0.224
H 4.668 2.095 -4.024 0.215
H 2.656 4.789 -2.375 0.213
H 1.291 4.438 -0.355 0.215
H 0.420 2.894 1.414 0.226
H -0.006 1.372 3.404 0.252
H 0.416 -0.365 3.200 0.231
H -1.493 0.375 -0.466 0.232
H -1.448 -1.587 -1.975 0.224
H -1.236 -5.935 -1.795 0.193
H -1.635 -5.641 -0.092 0.168
H 0.674 -6.519 -0.264 0.214
H 1.101 -5.254 -1.424 0.213
H 0.760 -4.827 0.251 0.223


What DFT total energy values result from the calculations? In sequence: -105989.6711, -113617.0882, -90618.7730, -60755.5408, -36514.0673, -83404.5183, -32327.3909, -34374.4070 eV.